DFT (ωB97M-V/def2-TZVPD) results for C2H4BrNO2 in the gas phase in a non-equilibrium geometry.

```
10
Properties=species:S:1:pos:R:3:forces:R:3:mulliken_charge:R:1
C 0.567260 -0.996313 -0.223973 1.83 0.17 0.70 -1.034
C -0.485516 -0.004572 0.181299 -2.80 -2.55 -1.09 0.039
Br -0.841995 -0.095305 2.080949 -0.34 -0.20 -0.09 -0.103
N -0.125875 1.371685 -0.077278 0.08 1.57 -1.14 0.840
O -1.033734 2.181803 0.131062 2.00 -0.38 -0.53 -0.487
O 1.003624 1.546314 -0.556006 -1.88 1.01 0.94 -0.537
H 1.252207 -1.367962 0.639738 -1.06 1.05 -1.62 0.312
H 1.129645 -0.530037 -1.069423 -0.17 -0.73 0.85 0.317
H 0.047000 -1.838470 -0.591095 -0.40 -1.14 -0.37 0.333
H -1.512617 -0.267145 -0.515274 2.74 1.20 2.35 0.320
```
Forces are in eV/Å.

Structure (SMILES): C[C@@H](Br)[N+](=O)[O-]
ΔE to the lowest compared entry with this formula, charge and spin in kcal/mol: 84.6
HOMO-LUMO gap in eV: 10.1891
Multiplicity: 1
DFT total energy in hartree: -2857.725104